Record 1
The following is a DFT calculation (the ωB97M-V functional and the def2-TZVPD basis) of an isolated ion of composition C21H25F2N2O and charge +1.

Geometry as XYZ:
```
51
Properties=species:S:1:pos:R:3
F 4.105 -2.915 -1.590
C 3.168 -2.716 -0.605
C 3.606 -2.441 0.692
C 2.649 -2.396 1.701
C 1.287 -2.527 1.392
C 0.338 -2.497 2.566
C -1.067 -1.991 2.349
C -1.448 -0.980 3.232
C -2.649 -0.304 3.079
C -3.468 -0.692 2.019
F -4.637 0.002 1.831
C -3.151 -1.740 1.158
C -1.965 -2.448 1.381
C 0.877 -2.646 0.061
C 1.824 -2.768 -0.954
H 4.664 -2.311 0.907
H 2.972 -2.237 2.735
H 0.803 -1.781 3.260
H -0.770 -0.709 4.046
H -2.913 0.486 3.780
H -3.814 -2.000 0.333
H -1.751 -3.351 0.799
H -0.175 -2.664 -0.207
H 1.500 -2.919 -1.983
C -1.470 -1.585 9.617
C -1.278 -2.621 8.522
C -2.043 -2.227 7.263
N -1.908 -3.186 6.176
C -0.819 -3.194 5.394
C -0.868 -4.092 4.170
C -0.733 -5.591 4.462
C 0.305 -6.146 3.490
C 0.895 -4.987 2.694
N 0.354 -3.737 3.342
O 0.182 -2.496 5.639
H -0.992 -1.903 10.547
H -1.033 -0.629 9.307
H -2.537 -1.423 9.808
H -0.217 -2.725 8.268
H -1.626 -3.605 8.856
H -3.111 -2.132 7.486
H -1.658 -1.264 6.907
H -2.669 -3.826 5.986
H -1.777 -3.902 3.587
H -0.446 -5.763 5.512
H -1.711 -6.058 4.301
H 1.105 -6.649 4.036
H -0.137 -6.864 2.794
H 1.992 -4.952 2.735
H 0.587 -5.022 1.646
H 0.999 -3.483 4.117
```

Calculated values
total charge	+1
relative energy (zero: lowest compared OMol25 entry of this formula, charge and spin)	0.00	kJ/mol
SMILES	CCCNC(=O)[C@@H]1CCC[N@H+]1C(c1ccc(F)cc1)c1ccc(F)cc1
largest force on an atom	0.0508	Eh/bohr
HOMO-LUMO gap	9.75	eV
highest occupied orbital energy	-0.4512	Ha

Atom charges from the natural (NBO) analysis, given in e for atoms 1 to 2: F -0.314; C 0.414

Record 2
The following is a DFT calculation (the ωB97M-V functional and the def2-TZVPD basis) of one molecule with the formula C6H10N2Si2.

Geometry as XYZ:
```
20
Properties=species:S:1:pos:R:3
C 1.962 -2.335 -1.412
C 2.471 -1.095 -1.025
C 0.768 -2.783 -0.911
C 1.738 -0.239 -0.211
C 0.006 -1.924 -0.136
C 0.495 -0.667 0.259
N -2.178 2.498 0.254
N -0.298 0.171 1.013
Si -0.610 2.931 -0.131
Si -1.870 0.514 1.244
H 2.486 -3.013 -2.135
H 3.454 -0.532 -1.402
H 0.332 -3.776 -1.013
H 2.032 0.734 0.106
H -0.839 -2.167 0.473
H -2.860 2.298 -0.397
H 0.100 2.799 -1.511
H -0.017 3.832 0.863
H -1.749 0.674 2.695
H -3.291 0.093 0.576
```

Calculated values
total charge	0
relative energy (zero: lowest compared OMol25 entry of this formula, charge and spin)	23.87	kJ/mol
largest force on an atom	0.0729	Eh/bohr
HOMO-LUMO gap	6.05	eV
highest occupied orbital energy	-0.2663	Ha

Atom charges from the natural (NBO) analysis, given in e for atoms 1 to 2: C -0.284; C -0.183

Record 3
The following is a DFT calculation (the ωB97M-V functional and the def2-TZVPD basis) of a 2-piece molecular cluster, H3NOS overall.

Geometry as XYZ:
```
6
Properties=species:S:1:pos:R:3
N 1.504 -0.132 -0.197
O -2.320 0.587 0.467
S -2.780 -0.707 0.055
H 0.658 -0.636 -0.416
H 1.655 0.133 0.755
H 1.283 0.754 -0.664
```

Calculated values
total charge	0
relative energy (zero: lowest compared OMol25 entry of this formula, charge and spin)	105.23	kJ/mol
SMILES	O=S.N
largest force on an atom	0.0584	Eh/bohr
HOMO-LUMO gap (alpha / beta)	7.78 / 7.78	eV
highest occupied orbital energy (alpha / beta)	-0.3438 / -0.3438	Ha

Atom charges from the natural (NBO) analysis, given in e for atoms 1 to 2: N -1.071; O -0.704

Record 4
The following is a DFT calculation (the ωB97M-V functional and the def2-TZVPD basis) of a 9-piece molecular cluster, C49H82BNO24 overall.

Geometry as XYZ:
```
157
Properties=species:S:1:pos:R:3
C 3.541 -2.176 -6.460
C 4.508 -2.269 -5.395
C 3.922 -1.923 -3.910
C 2.759 -3.005 -3.633
O 3.239 -4.296 -4.073
C 4.210 -4.851 -3.162
O 3.469 -0.554 -3.987
C 3.024 -0.046 -2.708
B 1.761 0.968 -3.053
O 1.950 2.375 -3.377
O 0.449 0.328 -3.050
C -0.109 0.487 -1.698
C 4.153 0.777 -1.894
C 3.490 1.254 -0.479
O 4.403 1.057 0.655
C 3.534 0.636 1.732
C 3.386 -0.961 1.962
O 2.893 1.462 2.438
O 5.243 -0.132 -1.636
C 6.527 0.539 -1.607
C 7.034 1.088 -3.037
N 6.507 0.340 -4.216
C 7.604 -0.601 -1.159
C 8.643 -0.092 -0.045
O 10.030 -0.093 -0.452
C 10.503 -1.415 -0.787
C 10.571 -2.442 0.443
H 2.415 -2.180 -6.216
H 3.832 -2.076 -7.561
H 5.602 -2.538 -5.570
H 4.787 -2.111 -3.191
H 2.528 -2.960 -2.499
H 1.760 -2.733 -4.147
H 5.152 -4.222 -3.020
H 3.776 -5.118 -2.126
H 4.564 -5.854 -3.617
H 2.598 -0.829 -1.994
H 2.459 2.340 -4.227
H 0.325 1.483 -1.304
H 0.115 -0.396 -1.011
H -1.269 0.537 -1.792
H 4.444 1.733 -2.445
H 2.530 0.678 -0.228
H 3.215 2.368 -0.478
H 2.467 -1.114 2.640
H 3.140 -1.436 0.947
H 4.326 -1.410 2.438
H 6.479 1.395 -0.838
H 6.814 2.204 -3.212
H 8.187 0.989 -3.075
H 5.605 0.802 -4.444
H 6.365 -0.658 -4.017
H 8.110 -0.944 -2.129
H 7.073 -1.535 -0.739
H 8.371 1.009 0.183
H 8.482 -0.687 0.919
H 9.945 -1.927 -1.640
H 11.589 -1.279 -1.159
H 11.502 -3.115 0.296
H 9.684 -3.183 0.465
H 10.722 -1.935 1.462
O 0.359 -3.816 -6.071
C -0.485 -4.343 -5.388
O -1.001 -3.796 -4.255
C -1.892 -4.731 -3.637
C -2.312 -5.670 -4.744
C -1.083 -5.703 -5.628
H -1.355 -5.247 -2.835
H -2.742 -4.199 -3.206
H -2.618 -6.653 -4.382
H -3.151 -5.238 -5.298
H -0.371 -6.467 -5.308
H -1.346 -5.836 -6.677
O 10.970 -4.018 3.340
C 10.657 -3.297 4.252
O 9.375 -3.110 4.668
C 9.349 -2.113 5.695
C 10.748 -2.093 6.266
C 11.596 -2.446 5.062
H 9.070 -1.155 5.245
H 8.605 -2.379 6.448
H 11.013 -1.139 6.725
H 10.850 -2.873 7.027
H 11.866 -1.561 4.480
H 12.487 -3.006 5.347
O -4.348 -2.257 -0.963
C -4.509 -1.064 -0.938
O -3.603 -0.164 -1.413
C -4.059 1.164 -1.127
C -5.553 1.039 -0.937
C -5.692 -0.348 -0.347
H -3.554 1.519 -0.223
H -3.807 1.826 -1.957
H -5.974 1.827 -0.309
H -6.055 1.077 -1.908
H -5.597 -0.339 0.741
H -6.627 -0.820 -0.649
O 16.251 -6.659 0.055
C 15.289 -6.487 0.757
O 14.934 -5.283 1.282
C 13.809 -5.456 2.153
C 13.156 -6.743 1.707
C 14.336 -7.557 1.219
H 14.171 -5.509 3.184
H 13.136 -4.603 2.058
H 12.582 -7.231 2.497
H 12.477 -6.544 0.871
H 14.802 -8.123 2.029
H 14.058 -8.216 0.398
O -6.318 1.948 2.951
C -5.174 1.611 3.110
O -4.722 0.343 2.910
C -3.343 0.266 3.293
C -2.830 1.685 3.223
C -4.055 2.493 3.593
H -3.285 -0.148 4.304
H -2.808 -0.396 2.609
H -1.972 1.865 3.873
H -2.530 1.921 2.197
H -4.147 2.624 4.674
H -4.069 3.458 3.085
O -9.762 2.060 -0.250
C -10.085 2.767 0.670
O -11.371 2.936 1.084
C -11.409 3.921 2.125
C -10.012 3.948 2.699
C -9.157 3.618 1.494
H -11.695 4.882 1.685
H -12.152 3.639 2.872
H -9.758 4.899 3.170
H -9.906 3.160 3.451
H -8.894 4.512 0.924
H -8.262 3.063 1.776
O -15.465 7.604 0.307
C -14.815 6.755 -0.248
O -13.538 6.436 0.092
C -13.028 5.468 -0.832
C -14.247 4.807 -1.430
C -15.262 5.932 -1.426
H -12.425 5.987 -1.584
H -12.396 4.754 -0.304
H -14.065 4.384 -2.419
H -14.590 4.000 -0.776
H -15.200 6.541 -2.330
H -16.275 5.558 -1.282
O -13.308 6.747 5.892
C -14.190 6.811 5.075
O -14.315 5.960 4.021
C -15.404 6.386 3.192
C -16.281 7.228 4.089
C -15.277 7.852 5.034
H -15.001 6.957 2.353
H -15.934 5.514 2.804
H -16.882 7.956 3.542
H -16.964 6.583 4.652
H -14.865 8.782 4.635
H -15.703 8.013 6.024
```

Calculated values
total charge	0
SMILES	C=C[C@H](COC)O[C@H](B(O)OC)[C@@H](COC(C)=O)O[C@H](CN)CCOCC.O=C1CCCO1.O=C1CCCO1.O=C1CCCO1.O=C1CCCO1.O=C1CCCO1.O=C1CCCO1.O=C1CCCO1.O=C1CCCO1
largest force on an atom	0.1020	Eh/bohr
HOMO-LUMO gap	8.86	eV
highest occupied orbital energy	-0.3210	Ha

Atom charges from the Löwdin analysis, given in e for atoms 1 to 2: C 0.029; C -0.071

Record 5
The following is a DFT calculation (the ωB97M-V functional and the def2-TZVPD basis) of a 3-piece molecular cluster, C3H7N2O3 overall.

Geometry as XYZ:
```
15
Properties=species:S:1:pos:R:3
C -1.311 -0.816 -1.044
C -2.328 -0.445 -0.155
C 1.425 1.324 0.245
N -3.310 0.017 0.196
N 0.741 1.323 -0.834
O 2.660 -1.773 1.580
O -4.287 0.612 0.688
O 1.417 0.366 1.051
H -0.918 -1.814 -0.995
H -1.567 -0.409 -2.026
H -0.471 -0.136 -0.662
H 2.940 -1.056 0.999
H 2.187 2.178 0.582
H 1.791 -1.451 1.863
H 1.032 2.079 -1.489
```

Calculated values
total charge	-1
relative energy (zero: lowest compared OMol25 entry of this formula, charge and spin)	547.49	kJ/mol
largest force on an atom	0.0567	Eh/bohr
HOMO-LUMO gap	8.26	eV
highest occupied orbital energy	-0.1627	Ha

Atom charges from the natural (NBO) analysis, given in e for atoms 1 to 2: C -0.785; C 0.284

Record 6
The following is a DFT calculation (the ωB97M-V functional and the def2-TZVPD basis) of a 2-piece molecular cluster, C2H8O overall.

Geometry as XYZ:
```
11
Properties=species:S:1:pos:R:3
C -3.535 -1.615 1.606
H -3.216 -1.132 0.650
H -3.690 -2.644 1.276
H -2.541 -1.626 2.064
H -4.263 -0.956 2.063
C 3.193 1.487 -1.383
O 1.838 1.272 -1.130
H 3.272 1.918 -2.395
H 3.767 0.547 -1.376
H 3.626 2.246 -0.727
H 1.548 0.503 -0.649
```

Calculated values
total charge	0
relative energy (zero: lowest compared OMol25 entry of this formula, charge and spin)	88.45	kJ/mol
SMILES	CO.C
largest force on an atom	0.0615	Eh/bohr
HOMO-LUMO gap	11.16	eV
highest occupied orbital energy	-0.3804	Ha

Atom charges from the natural (NBO) analysis, given in e for atoms 1 to 2: C -0.874; H 0.211

Record 7
The following is a DFT calculation (the ωB97M-V functional and the def2-TZVPD basis) of a 6-piece molecular cluster, C14H20Cl9F6NO5 overall.

Geometry as XYZ:
```
55
Properties=species:S:1:pos:R:3
C -0.364 1.655 -2.191
O -0.771 1.709 -1.015
N 0.139 0.524 -2.781
C 0.410 0.411 -4.187
C 0.562 -0.664 -2.027
H -0.520 2.515 -2.861
H 1.492 0.325 -4.282
H -0.010 1.237 -4.761
H -0.019 -0.504 -4.596
H 0.467 -0.572 -0.945
H 0.054 -1.501 -2.506
H 1.630 -0.806 -2.192
C 2.824 0.834 1.378
C 2.737 1.881 0.291
O 3.367 1.350 -0.896
C 3.304 2.125 -2.128
O 2.664 3.147 -2.340
C 4.047 1.499 -3.320
F 3.767 0.214 -3.389
F 3.820 2.126 -4.489
F 5.347 1.638 -3.152
H 2.428 1.110 2.355
H 3.809 0.407 1.566
H 2.255 -0.021 1.014
H 3.166 2.833 0.604
H 1.693 2.162 0.155
C 0.857 -2.688 1.425
C -0.294 -3.489 1.960
O -0.950 -4.064 0.833
C -1.802 -3.314 0.103
O -2.007 -2.113 0.321
C -2.365 -4.110 -1.091
F -1.852 -3.620 -2.237
F -2.081 -5.398 -1.031
F -3.682 -3.990 -1.080
H 1.380 -3.388 0.773
H 1.613 -2.415 2.162
H 0.507 -1.796 0.906
H -1.007 -2.798 2.409
H 0.046 -4.201 2.713
C -1.572 1.138 2.101
Cl -2.687 2.251 1.416
Cl -2.337 0.106 3.272
Cl -0.156 1.961 2.872
H -1.117 0.474 1.366
C -0.397 4.939 1.215
Cl 1.320 4.695 1.716
Cl -0.357 6.286 0.069
Cl -1.585 5.268 2.428
H -0.709 4.051 0.665
C -5.354 -1.725 4.266
Cl -4.831 -2.815 2.929
Cl -4.869 -2.547 5.731
Cl -7.161 -1.571 4.293
H -4.849 -0.762 4.196
```

Calculated values
total charge	0
SMILES	CCOC(=O)C(F)(F)F.CCOC(=O)C(F)(F)F.ClC(Cl)Cl.ClC(Cl)Cl.ClC(Cl)Cl.CN(C)C=O
largest force on an atom	0.0741	Eh/bohr
HOMO-LUMO gap	10.09	eV
highest occupied orbital energy	-0.3548	Ha

Atom charges from the natural (NBO) analysis, given in e for atoms 1 to 2: C 0.535; O -0.670

Record 8
The following is a DFT calculation (the ωB97M-V functional and the def2-TZVPD basis) of one molecule with the formula C21H13I.

Geometry as XYZ:
```
35
Properties=species:S:1:pos:R:3
I 1.778 1.939 -3.959
C -2.188 -1.333 -3.763
C 1.261 1.020 4.465
C -3.130 -1.511 -2.752
C -0.887 -0.906 -3.491
C 2.246 1.057 3.476
C -0.091 0.726 4.170
C 2.802 0.837 1.118
C -1.733 0.090 2.546
C 2.440 0.686 -0.196
C 0.783 -0.053 -1.877
C -2.775 -1.175 -1.450
C -2.105 -0.262 1.234
C -0.525 -0.502 -2.183
C 1.857 0.814 2.139
C -0.436 0.421 2.843
C 1.124 0.263 -0.556
C -1.495 -0.644 -1.130
C -1.157 -0.256 0.187
C 0.510 0.517 1.831
C 0.161 0.198 0.484
C 1.839 0.009 -2.980
H -2.426 -1.597 -4.797
H 1.571 1.210 5.478
H -4.125 -1.872 -2.931
H -0.249 -0.813 -4.357
H 3.277 1.245 3.758
H -0.848 0.675 4.940
H 3.851 1.124 1.292
H -2.481 0.092 3.296
H 3.253 0.825 -0.918
H -3.540 -1.314 -0.709
H -3.125 -0.584 1.064
H 2.822 -0.161 -2.561
H 1.739 -0.764 -3.709
```

Calculated values
total charge	0
SMILES	ICc1c2ccccc2c2ccc3cccc4ccc1c2c43
largest force on an atom	0.0850	Eh/bohr
HOMO-LUMO gap	6.40	eV
highest occupied orbital energy	-0.2627	Ha

Atom charges from the natural (NBO) analysis, given in e for atoms 1 to 2: I 0.069; C -0.200

Among the records above, which one has the highest largest force on an atom?
C49H82BNO24

The highest largest force on an atom belongs to which entry?
C49H82BNO24

Which formula does entry 4 have?
C49H82BNO24